1.
Entry from the Open Molecules 2025 dataset: a 2-piece molecular cluster, C2H4OS3 overall at a distorted geometry (ωB97M-V/def2-TZVPD).

XYZ file:
```
10
Properties=species:S:1:pos:R:3:forces:R:3:lowdin_charge:R:1
C -1.08325 -0.33466 -0.73745 1.205 3.210 0.075 -0.709
C 0.07868 0.17908 0.06242 -0.253 1.147 -2.053 -0.164
O -0.96849 4.68880 -1.98234 -0.440 0.787 -1.187 -0.562
S -1.73217 0.44453 -1.97717 -0.057 -0.131 -0.310 0.698
S 1.39023 3.86818 -0.47207 -2.613 0.188 -0.497 0.186
S -0.55470 3.95394 -0.83561 3.035 -0.894 1.621 0.400
H -1.51575 -1.12752 -0.30489 -1.791 -3.404 0.986 -0.003
H 0.16522 1.23996 -0.33562 1.071 -1.485 0.683 -0.001
H 0.88247 -0.54848 -0.11907 0.388 0.705 -0.142 0.089
H -0.05099 0.20664 1.12019 -0.546 -0.123 0.824 0.065
```
Forces are in eV/Å.

Computed properties:
ΔE to the lowest compared entry with this formula, charge and spin: 207.7 kJ/mol
Net charge: 0
HOMO-LUMO gap: 7.038 eV


2.
Entry from the Open Molecules 2025 dataset: C4H12N3O as an isolated structure at a distorted geometry (ωB97M-V/def2-TZVPD).

XYZ file:
```
20
Properties=species:S:1:pos:R:3:forces:R:3:lowdin_charge:R:1
C 1.65265 -0.10669 0.14781 0.116 -0.031 -0.159 -0.400
C -1.16970 -0.29876 -1.31503 -0.014 -0.091 0.012 -0.011
C -1.88789 0.63652 0.94162 0.026 -0.128 0.163 -0.009
C -0.84540 -0.06744 0.13935 0.851 -3.590 0.354 -0.365
N 2.75952 0.62539 0.28256 0.120 0.012 0.051 0.213
N 1.73673 -1.37175 -0.20814 -0.166 -0.088 -0.114 0.232
N 0.46031 0.47590 0.37016 0.001 0.321 0.291 0.136
O -0.59170 -1.79341 0.70696 -0.950 3.491 -0.825 -0.128
H -0.64959 -1.17056 -1.70423 0.028 0.058 -0.004 0.087
H -2.23765 -0.45695 -1.44288 -0.003 -0.050 0.018 0.099
H -0.87050 0.56934 -1.90142 -0.058 0.124 0.010 0.103
H -1.61310 0.74058 1.98792 0.067 -0.029 0.067 0.102
H -2.84751 0.13118 0.86964 0.031 -0.079 -0.057 0.106
H -2.01936 1.62870 0.50895 -0.032 0.134 -0.030 0.111
H 3.66230 0.20332 0.14210 -0.028 0.027 0.064 0.134
H 2.74294 1.61112 0.47438 -0.095 0.033 -0.044 0.132
H 2.62996 -1.82785 -0.28903 0.034 0.102 -0.098 0.143
H 0.89450 -1.94126 -0.07612 0.177 -0.006 0.121 0.090
H 0.47192 1.36949 0.84120 0.087 -0.090 0.035 0.166
H -1.33398 -1.97389 1.28650 -0.192 -0.121 0.145 0.059
```
Forces are in eV/Å.

Computed properties:
ΔE to the lowest compared entry with this formula, charge and spin: 68.3 kJ/mol
Net charge: +1
HOMO-LUMO gap: 11.532 eV


3.
Entry from the Open Molecules 2025 dataset: C4H42B8O2Zr2 as an isolated structure at a distorted geometry (ωB97M-V/def2-TZVPD).

XYZ file:
```
58
Properties=species:S:1:pos:R:3:forces:R:3:lowdin_charge:R:1
Zr 0.07323 -2.22877 1.00993 -2.249 1.554 -0.027 1.726
Zr -2.75668 2.23689 0.52643 0.463 -0.570 -0.504 1.658
B -4.72469 1.57384 1.58215 -2.392 -0.911 1.121 -0.363
H -4.61697 2.61225 1.30950 1.020 4.544 -1.397 -0.015
H -5.46392 1.16248 0.91238 -2.638 -1.524 -1.988 0.009
H -3.84798 0.96988 1.40650 3.672 -2.635 -0.310 -0.047
H -4.93565 1.53498 2.63961 -0.784 -0.090 3.435 0.018
B 0.15083 -2.08725 -1.36051 0.262 -0.316 -1.289 -0.343
H 0.78531 -1.52477 -0.69321 2.804 2.401 2.650 -0.085
H -0.63799 -2.60480 -0.83692 -3.605 -1.761 2.081 -0.039
H -0.16162 -1.41853 -2.14754 -1.344 2.207 -2.415 0.029
H 0.72006 -2.91303 -1.75840 2.451 -2.972 -1.353 0.017
B 1.46746 -0.89611 2.32723 1.609 0.934 1.293 -0.350
H 0.67618 -1.51015 2.72858 -3.080 -2.452 1.975 -0.029
H 1.61137 -1.05538 1.26979 0.861 -0.816 -4.644 -0.076
H 1.24540 0.15767 2.39431 -0.748 3.405 0.535 0.024
H 2.40344 -1.19237 2.77487 3.183 -1.072 1.694 0.012
B -1.45810 -3.47244 2.04265 -1.139 -1.181 0.871 -0.330
H -1.46543 -2.41517 2.25797 0.209 3.999 1.226 -0.035
H -2.39786 -3.83888 2.42580 -2.914 -1.346 1.040 0.037
H -1.39611 -3.53446 0.96722 -0.168 -0.756 -4.673 -0.026
H -0.62706 -3.99952 2.48515 3.887 -1.658 1.534 0.025
B -1.20622 -0.31564 0.97801 0.054 0.633 0.267 -0.416
H -1.01625 -0.59475 2.00282 0.343 -0.967 3.757 0.025
H -1.53184 -1.15436 0.38239 -1.803 -3.690 -2.277 0.018
H -1.91393 0.48235 0.81492 -2.213 1.747 -0.019 -0.050
H -0.26121 -0.05029 0.52992 3.667 0.946 -1.719 -0.001
B -2.05902 2.71016 2.77112 0.455 0.390 1.944 -0.349
H -1.55107 2.01096 2.12509 2.082 -3.009 -2.428 -0.054
H -1.39032 3.48152 3.12055 2.602 2.516 0.815 0.013
H -2.87623 3.18644 2.25193 -3.360 2.389 -2.445 -0.052
H -2.58393 2.30105 3.62044 -1.645 -1.904 2.730 0.014
B -3.47949 1.13326 -1.31121 -0.481 -0.542 -1.704 -0.361
H -3.14829 0.33789 -0.66164 0.767 -2.872 2.869 -0.008
H -4.20063 1.77033 -0.82304 -2.960 2.625 1.782 -0.029
H -2.56135 1.68003 -1.46056 3.477 2.527 -1.084 -0.038
H -3.88031 0.72245 -2.22490 -1.248 -1.257 -2.932 0.028
B -0.64250 2.94632 -0.13761 1.029 0.983 -0.821 -0.395
H -1.20215 3.49006 0.60763 -1.921 2.599 2.854 -0.039
H -0.79740 1.89140 0.02786 -0.242 -4.021 0.852 -0.064
H -1.03753 3.07797 -1.13303 -1.602 0.888 -3.615 0.005
H 0.38684 3.26265 -0.06954 3.473 0.911 0.387 0.021
C 1.72673 1.21630 -1.28921 -1.426 -1.358 -1.424 0.041
O 2.37976 -0.05616 -1.56649 1.870 0.132 0.650 0.046
C 3.76849 -0.25106 -1.11864 -0.119 0.705 -0.824 -0.009
C 4.78747 -0.78522 -2.19822 -0.031 -0.779 -0.818 -0.165
O 4.44363 -1.98346 -2.83643 -0.514 -1.092 -0.640 -0.159
C 5.34324 -2.25142 -3.92946 0.340 0.677 -1.927 -0.085
H 0.75462 1.00153 -1.73303 -0.104 0.355 0.059 0.114
H 2.18488 2.00739 -1.88281 0.589 0.091 0.228 0.151
H 1.53312 1.47359 -0.24786 0.855 -0.193 0.408 0.112
H 3.75989 -0.95811 -0.28912 -0.485 -0.261 0.127 0.162
H 4.07998 0.73689 -0.77949 0.329 -0.216 0.197 0.143
H 5.72906 -1.10526 -1.75205 0.162 1.272 1.068 0.146
H 4.95976 -0.01013 -2.94499 -0.045 0.352 0.078 0.136
H 5.48337 -3.20825 -4.43240 -0.899 -1.236 1.729 0.096
H 6.38540 -1.95226 -3.81754 -0.092 0.494 0.783 0.094
H 4.99017 -1.80053 -4.85689 -0.263 1.181 0.238 0.092
```
Forces are in eV/Å.

Computed properties:
Net charge: +1
HOMO-LUMO gap (alpha / beta): 7.973 / 3.853 eV
Multiplicity: 2


4.
Entry from the Open Molecules 2025 dataset: a 4-piece molecular cluster, CH11N3O3 overall at a distorted geometry (ωB97M-V/def2-TZVPD).

XYZ file:
```
18
Properties=species:S:1:pos:R:3:forces:R:3:lowdin_charge:R:1
N 0.20017 -1.27607 0.65221 0.987 -0.420 -0.404 0.152
C -0.97498 -0.65290 0.77592 -0.347 0.225 1.083 -0.619
N -2.11222 -1.51978 0.71245 -0.031 0.699 -0.640 0.085
N -1.17604 0.58120 1.08435 -0.108 0.164 -0.506 0.071
H 0.27101 -2.23612 0.36434 -0.340 -0.047 0.149 0.104
H 1.10139 -0.85086 0.83392 -0.328 0.144 -0.223 0.068
H -2.36896 -1.60626 -0.27358 0.130 -0.413 0.157 0.082
H -2.85823 -0.94094 1.09104 -0.091 -0.159 0.103 0.079
H -0.33666 1.15824 1.09398 0.139 -0.400 0.286 0.040
H 2.79724 -0.12381 -0.22915 0.094 0.019 -0.094 0.005
H 3.73866 -0.87067 0.72205 0.214 0.007 0.093 0.045
O 3.02292 -1.00960 0.10097 -0.217 0.185 -0.025 -0.067
H -2.07892 1.21122 -2.13811 -0.091 -0.223 -0.130 0.019
H -1.69756 1.30091 -0.62885 -0.298 0.058 0.026 -0.032
O -1.87031 1.82487 -1.43604 0.346 0.222 0.112 -0.082
H 1.53374 2.32273 -0.46322 -0.167 0.013 -0.123 0.056
H 1.01738 1.16955 -1.34081 -0.912 -0.069 -0.377 0.026
O 1.79136 1.51831 -0.92146 1.018 -0.005 0.513 -0.035
```
Forces are in eV/Å.

Computed properties:
ΔE to the lowest compared entry with this formula, charge and spin: 51.8 kJ/mol
Net charge: 0
HOMO-LUMO gap: 9.978 eV
SMILES: N=C(N)N.O.O.O


5.
Entry from the Open Molecules 2025 dataset: a 2-piece molecular cluster, C3H9ClN3O2S overall at a distorted geometry (ωB97M-V/def2-TZVPD).

XYZ file:
```
19
Properties=species:S:1:pos:R:3:forces:R:3:lowdin_charge:R:1
C 1.57019 0.49925 -1.12068 -0.040 -1.568 -2.588 -0.366
C 0.77132 0.42890 0.94336 2.907 2.413 -0.181 -0.046
C 1.91550 -0.95875 -1.15154 2.702 0.284 -1.133 -0.060
N 1.87742 0.95342 0.18360 -1.186 0.680 3.322 0.088
N -0.23554 0.19499 0.17399 -1.095 -1.916 1.397 0.017
N 0.06212 0.56926 -1.10392 0.570 0.345 -3.743 0.044
O -3.72094 0.71894 0.58256 -0.279 -0.173 1.030 -0.343
O -2.35795 -1.29221 0.48406 1.138 -0.564 -0.770 -0.469
S -3.43243 -0.74030 1.25296 -1.746 1.312 0.722 0.665
Cl -2.62417 0.06565 2.97500 0.221 -0.228 0.329 0.305
H 2.09430 0.90689 -2.03513 -1.076 0.761 1.357 0.178
H 0.76752 0.43200 2.03825 -0.147 -0.334 -0.595 0.157
H 1.60309 -1.42899 -2.03052 -0.589 -0.592 -1.686 0.068
H 1.44102 -1.44023 -0.37604 -0.671 -1.323 1.913 0.049
H 3.02015 -1.11727 -1.13130 -0.761 0.139 0.346 0.117
H 2.81208 1.34085 0.53800 -2.322 -1.128 -0.642 0.203
H -1.10387 -0.49500 0.43315 1.253 1.572 -0.753 0.109
H -4.07982 1.30799 1.30634 0.322 -0.533 -1.089 0.081
H -0.38001 0.05458 -1.96213 0.798 0.853 2.766 0.203
```
Forces are in eV/Å.

Computed properties:
ΔE to the lowest compared entry with this formula, charge and spin: 91.4 kJ/mol
Net charge: +1
HOMO-LUMO gap: 9.020 eV